# 1
DFT (the ωB97M-V functional and the def2-TZVPD basis) results for C2H4INOS in the gas phase.

E_HOMO	-8.461	eV
energy above the lowest of the compared OMol25 structures with the same formula, charge and spin	263.9	kJ/mol
strongest force on any atom	2.7	eV Å⁻¹
total charge	0
HOMO-LUMO gap	8.1	eV

Last column: Löwdin charge in e.
Atoms and positions in Å:
C (1.833, -1.890, -0.312)  -0.66
C (-0.445, 0.786, -0.336)  -0.10
N (1.285, -0.754, -0.178)  -0.31
O (-0.061, -0.563, -0.496)  -0.21
S (3.533, -1.861, -0.046)  0.31
I (3.543, 0.457, 0.098)  0.59
H (1.321, -2.884, -0.397)  0.11
H (0.344, 1.332, -0.899)  0.08
H (-0.468, 1.070, 0.773)  0.11
H (-1.450, 0.819, -0.802)  0.09

---

# 2
DFT (the ωB97M-V functional and the def2-TZVPD basis) results for a molecular structure, C2H4INS.

E_HOMO (spin up / spin down)	-8.227 / -8.066	eV
energy above the lowest of the compared OMol25 structures with the same formula, charge and spin	406.1	kJ/mol
strongest force on any atom	2.1	eV Å⁻¹
total charge	0
HOMO-LUMO gap (spin up / spin down)	7.4 / 7.9	eV

Last column: Löwdin charge in e.
Atoms and positions in Å:
C (0.599, 0.809, -0.071)  -0.05
C (0.863, -0.646, -0.004)  -0.45
N (-1.479, -0.090, 0.367)  -1.10
S (-0.817, -1.463, -0.113)  0.72
I (-3.230, 0.548, -0.240)  0.72
H (0.151, 1.420, 0.659)  0.03
H (1.127, 1.356, -0.772)  0.03
H (1.545, -0.948, -0.731)  0.05
H (1.241, -0.986, 0.904)  0.04

---

# 3
DFT (the ωB97M-V functional and the def2-TZVPD basis) results for 2 unconnected molecules or ions with the total composition C2H4INS2.

E_HOMO	-9.453	eV
structure (SMILES)	SC1=N[C@H]1S.I
energy above the lowest of the compared OMol25 structures with the same formula, charge and spin	137.8	kJ/mol
strongest force on any atom	3.1	eV Å⁻¹
total charge	0
HOMO-LUMO gap	9.7	eV

Last column: Löwdin charge in e.
Atoms and positions in Å:
S (-2.286, -0.953, -0.751)  0.83
C (-1.085, 0.147, -0.219)  -0.79
N (-0.306, 1.101, -0.469)  0.11
C (-0.162, 0.521, 0.879)  -0.77
S (-0.880, 1.147, 2.259)  0.79
H (-2.230, -1.022, -2.097)  -0.12
H (0.592, -0.244, 1.022)  0.07
H (-0.078, 2.130, 2.605)  -0.15
I (2.653, -1.227, -2.162)  0.36
H (3.783, -1.600, -1.066)  -0.34

---

# 4
DFT (the ωB97M-V functional and the def2-TZVPD basis) results for 2 unconnected molecules or ions with the total composition C2H4N.

E_HOMO (spin up / spin down)	-14.826 / -14.437	eV
energy above the lowest of the compared OMol25 structures with the same formula, charge and spin	856.0	kJ/mol
strongest force on any atom	3.6	eV Å⁻¹
total charge	+1
HOMO-LUMO gap (spin up / spin down)	7.6 / 7.4	eV

Last column: Löwdin charge in e.
Atoms and positions in Å:
C (-1.816, -0.389, -0.281)  0.38
C (-0.057, 0.362, 0.866)  0.10
N (1.038, 0.171, -0.037)  0.02
H (-2.826, -0.567, 0.113)  -0.03
H (0.663, 0.439, -1.010)  0.18
H (1.264, -0.843, -0.014)  0.17
H (1.734, 0.826, 0.364)  0.17

---

# 5
DFT (the ωB97M-V functional and the def2-TZVPD basis) results for 3 unconnected molecules or ions with the total composition C2H4N.

E_HOMO (spin up / spin down)	-17.024 / -16.748	eV
energy above the lowest of the compared OMol25 structures with the same formula, charge and spin	508.9	kJ/mol
strongest force on any atom	5.4	eV Å⁻¹
total charge	+1
HOMO-LUMO gap (spin up / spin down)	7.5 / 7.5	eV

Last column: Löwdin charge in e.
Atoms and positions in Å:
C (1.765, -0.314, 0.478)  0.39
C (0.580, 0.037, 0.649)  -0.11
N (-0.655, 0.076, 0.479)  0.26
H (2.853, -0.241, 0.699)  0.13
H (-1.726, -0.135, -2.015)  0.12
H (-1.307, 0.207, -1.292)  0.03
H (-1.510, 0.371, 1.002)  0.17

---

# 6
DFT (the ωB97M-V functional and the def2-TZVPD basis) results for C2H4N2 in the gas phase.

E_HOMO	-8.964	eV
structure (SMILES)	CC1N=N1
energy above the lowest of the compared OMol25 structures with the same formula, charge and spin	313.2	kJ/mol
strongest force on any atom	4.2	eV Å⁻¹
total charge	0
HOMO-LUMO gap	9.8	eV

Last column: Löwdin charge in e.
Atoms and positions in Å:
C (0.905, 0.001, 0.055)  -0.08
C (-0.569, -0.271, 0.283)  -0.25
N (-1.744, 0.858, -0.377)  0.13
N (-1.373, -0.195, -0.897)  -0.07
H (1.512, -0.973, -0.055)  0.11
H (1.309, 0.688, 0.693)  0.03
H (0.958, 0.381, -0.939)  0.05
H (-0.998, -0.489, 1.236)  0.09

---

# 7
DFT (the ωB97M-V functional and the def2-TZVPD basis) results for 2 unconnected molecules or ions with the total composition C2H4N2.

E_HOMO (spin up / spin down)	-8.797 / -8.042	eV
energy above the lowest of the compared OMol25 structures with the same formula, charge and spin	547.2	kJ/mol
strongest force on any atom	3.7	eV Å⁻¹
total charge	0
HOMO-LUMO gap (spin up / spin down)	9.5 / 8.0	eV

Last column: Löwdin charge in e.
Atoms and positions in Å:
C (-1.058, 0.796, 0.723)  -0.17
C (-0.624, 1.073, -0.438)  -0.04
N (1.839, -1.719, -0.786)  -0.03
N (1.639, -0.566, -0.708)  0.04
H (-0.358, 0.173, 1.273)  0.02
H (-2.058, 0.956, 1.295)  0.09
H (-1.041, 1.756, -1.219)  0.04
H (1.661, -2.470, -0.140)  0.05

---

# 8
DFT (the ωB97M-V functional and the def2-TZVPD basis) results for C2H4N2 in the gas phase.

E_HOMO	-7.421	eV
energy above the lowest of the compared OMol25 structures with the same formula, charge and spin	287.2	kJ/mol
strongest force on any atom	1.7	eV Å⁻¹
total charge	0
HOMO-LUMO gap	7.5	eV

Last column: Löwdin charge in e.
Atoms and positions in Å:
N (0.406, 0.565, 0.669)  0.09
C (0.236, -0.183, -0.657)  -0.24
C (-0.850, -1.049, -0.676)  -0.39
N (-1.712, -1.837, -0.644)  0.07
H (0.195, 1.575, 0.685)  0.15
H (-0.065, 0.124, 1.463)  0.15
H (1.382, 0.284, 0.618)  0.12
H (0.408, 0.521, -1.458)  0.05

---

# 9
DFT (the ωB97M-V functional and the def2-TZVPD basis) results for C2H4N2 in the gas phase.

E_HOMO	-10.002	eV
structure (SMILES)	CC1N=N1
energy above the lowest of the compared OMol25 structures with the same formula, charge and spin	283.4	kJ/mol
strongest force on any atom	4.8	eV Å⁻¹
total charge	0
HOMO-LUMO gap	10.8	eV

Last column: Löwdin charge in e.
Atoms and positions in Å:
C (-0.893, 0.020, 0.357)  -0.05
C (0.542, -0.044, -0.472)  -0.35
N (1.689, 0.719, 0.086)  0.07
N (1.714, -0.491, 0.215)  0.03
H (-0.875, 0.623, 1.230)  0.03
H (-1.128, -1.034, 0.586)  0.05
H (-1.789, 0.248, -0.375)  0.09
H (0.741, -0.040, -1.626)  0.13

---

# 10
DFT (the ωB97M-V functional and the def2-TZVPD basis) results for 2 unconnected molecules or ions with the total composition C2H4N2.

E_HOMO	-25.228	eV
energy above the lowest of the compared OMol25 structures with the same formula, charge and spin	62.0	kJ/mol
strongest force on any atom	9.2	eV Å⁻¹
total charge	+2
HOMO-LUMO gap	15.4	eV

Last column: Löwdin charge in e.
Atoms and positions in Å:
C (-1.571, -0.944, 0.262)  0.22
C (1.696, 1.622, 0.111)  0.36
N (-1.939, -1.472, -0.619)  0.34
N (1.808, 0.475, 0.240)  0.37
H (-1.443, -0.230, 1.060)  0.15
H (1.519, 2.675, 0.172)  0.16
H (-2.323, -1.781, -1.616)  0.27
H (2.253, -0.346, 0.391)  0.12

---

# 11
DFT (the ωB97M-V functional and the def2-TZVPD basis) results for C2H4N2O in the gas phase.

E_HOMO	-10.540	eV
structure (SMILES)	N#C[C@H](N)O
energy above the lowest of the compared OMol25 structures with the same formula, charge and spin	210.6	kJ/mol
strongest force on any atom	6.7	eV Å⁻¹
total charge	0
HOMO-LUMO gap	10.8	eV

Last column: Löwdin charge in e.
Atoms and positions in Å:
N (-2.717, -0.675, 0.416)  0.06
C (-1.727, -0.183, 0.183)  -0.12
C (0.027, 0.248, -0.253)  -0.34
N (0.677, -0.908, 0.276)  0.06
O (0.593, 1.482, 0.167)  -0.03
H (-0.009, 0.158, -1.306)  0.10
H (1.627, -0.889, -0.033)  0.08
H (0.545, -1.185, 1.188)  0.05
H (0.985, 1.951, -0.638)  0.13

---

# 12
DFT (the ωB97M-V functional and the def2-TZVPD basis) results for C2H4N2O in the gas phase.

E_HOMO (spin up / spin down)	-8.275 / -8.263	eV
energy above the lowest of the compared OMol25 structures with the same formula, charge and spin	543.1	kJ/mol
strongest force on any atom	1.9	eV Å⁻¹
total charge	0
HOMO-LUMO gap (spin up / spin down)	8.2 / 8.6	eV

Last column: Löwdin charge in e.
Atoms and positions in Å:
N (-0.918, 0.000, 0.578)  -0.01
N (-0.258, 0.529, -0.427)  -0.09
O (-2.093, 0.760, 0.762)  -0.07
C (0.771, -0.095, -0.946)  -0.17
C (1.701, -0.772, -0.333)  -0.03
H (-2.752, 0.124, 1.063)  0.08
H (1.597, -0.643, 0.806)  0.08
H (-0.455, 1.508, -0.663)  0.16
H (2.408, -1.409, -0.840)  0.04

---

# 13
DFT (the ωB97M-V functional and the def2-TZVPD basis) results for C2H4N2O in the gas phase.

E_HOMO	-9.926	eV
structure (SMILES)	[H]/N=C/NC=O
energy above the lowest of the compared OMol25 structures with the same formula, charge and spin	92.0	kJ/mol
strongest force on any atom	4.1	eV Å⁻¹
total charge	0
HOMO-LUMO gap	10.7	eV

Last column: Löwdin charge in e.
Atoms and positions in Å:
H (-1.423, -0.327, -1.929)  0.04
N (-0.853, 0.141, -1.270)  0.09
C (-0.622, -0.701, -0.391)  -0.31
N (0.322, -0.433, 0.616)  0.03
C (0.858, 0.915, 0.642)  -0.28
O (1.827, 1.398, 1.263)  -0.01
H (-1.248, -1.595, -0.188)  0.13
H (0.999, -1.039, 1.159)  0.17
H (0.141, 1.640, 0.098)  0.14

---

# 14
DFT (the ωB97M-V functional and the def2-TZVPD basis) results for 2 unconnected molecules or ions with the total composition C2H4N2O.

E_HOMO	-8.901	eV
energy above the lowest of the compared OMol25 structures with the same formula, charge and spin	433.8	kJ/mol
strongest force on any atom	3.8	eV Å⁻¹
total charge	0
HOMO-LUMO gap	9.7	eV

Last column: Löwdin charge in e.
Atoms and positions in Å:
C (-1.766, 0.339, 0.122)  -0.14
C (1.377, -1.356, -0.585)  0.09
N (1.604, 0.905, 0.171)  0.09
N (1.452, -0.265, -0.085)  -0.24
O (-1.364, 0.841, 1.133)  0.00
H (-1.434, -0.581, -0.180)  0.03
H (0.655, -1.868, -1.123)  0.02
H (-2.387, 0.897, -0.565)  0.08
H (1.863, 1.087, 1.111)  0.06

---

# 15
DFT (the ωB97M-V functional and the def2-TZVPD basis) results for 2 unconnected molecules or ions with the total composition C2H4N2O2.

E_HOMO	-10.402	eV
energy above the lowest of the compared OMol25 structures with the same formula, charge and spin	783.3	kJ/mol
strongest force on any atom	7.3	eV Å⁻¹
total charge	0
HOMO-LUMO gap	9.1	eV

Last column: Löwdin charge in e.
Atoms and positions in Å:
C (-1.051, 0.251, -1.073)  0.11
C (-0.108, -0.031, -0.201)  -0.09
N (0.066, 1.094, 1.560)  0.11
N (0.669, -1.145, -0.179)  -0.38
O (1.377, -1.292, 0.848)  0.05
O (0.641, -1.813, -1.212)  0.09
H (-1.159, -0.386, -1.879)  0.05
H (-1.710, 1.134, -1.087)  0.10
H (0.682, 0.298, 1.842)  -0.01
H (0.593, 1.890, 1.383)  -0.04

---

# 16
DFT (the ωB97M-V functional and the def2-TZVPD basis) results for C2H4N2O2 in the gas phase.

E_HOMO	-10.191	eV
structure (SMILES)	[O-][N+]1=NCCO1
energy above the lowest of the compared OMol25 structures with the same formula, charge and spin	654.8	kJ/mol
strongest force on any atom	3.9	eV Å⁻¹
total charge	0
HOMO-LUMO gap	10.9	eV

Last column: Löwdin charge in e.
Atoms and positions in Å:
O (2.754, 0.283, -0.130)  0.01
N (1.497, 0.311, 0.076)  -0.33
N (0.623, 1.074, 0.439)  0.09
C (-0.794, 0.579, 0.264)  -0.10
C (-0.607, -0.859, -0.255)  -0.05
O (0.950, -0.965, -0.241)  -0.03
H (-0.998, 1.237, -0.511)  0.08
H (-1.138, 1.000, 1.231)  0.13
H (-1.208, -1.628, 0.289)  0.12
H (-1.079, -1.031, -1.162)  0.08

---

# 17
DFT (the ωB97M-V functional and the def2-TZVPD basis) results for C2H4N2O2 in the gas phase.

E_HOMO	-10.539	eV
structure (SMILES)	O=[N+]([O-])N1CC1
energy above the lowest of the compared OMol25 structures with the same formula, charge and spin	612.9	kJ/mol
strongest force on any atom	3.6	eV Å⁻¹
total charge	0
HOMO-LUMO gap	10.9	eV

Last column: Löwdin charge in e.
Atoms and positions in Å:
O (-3.025, 1.116, -0.150)  0.06
N (-2.442, 0.012, -0.099)  -0.43
O (-2.749, -1.020, 0.397)  0.11
N (-1.181, 0.073, -0.654)  -0.01
C (-0.017, 0.581, 0.108)  -0.05
C (-0.115, -0.861, -0.217)  -0.08
H (-0.335, 0.877, 1.050)  0.10
H (0.660, 1.085, -0.519)  0.10
H (0.536, -1.251, -0.938)  0.09
H (-0.333, -1.429, 0.683)  0.11

---

# 18
DFT (the ωB97M-V functional and the def2-TZVPD basis) results for C2H4N2O2 in the gas phase.

E_HOMO	-8.772	eV
structure (SMILES)	C=NO/C=N/O
energy above the lowest of the compared OMol25 structures with the same formula, charge and spin	609.0	kJ/mol
strongest force on any atom	6.8	eV Å⁻¹
total charge	0
HOMO-LUMO gap	9.4	eV

Last column: Löwdin charge in e.
Atoms and positions in Å:
C (2.476, 0.902, -0.049)  0.00
N (1.292, 0.514, 0.397)  0.05
O (0.596, 0.078, -0.818)  -0.14
C (-0.686, -0.186, -0.678)  -0.19
N (-1.045, -0.617, 0.549)  0.00
O (-2.414, -0.671, 0.615)  -0.09
H (3.272, 1.129, 0.644)  0.06
H (2.741, 0.683, -1.203)  0.13
H (-1.244, -0.210, -1.560)  0.12
H (-2.689, -0.431, 1.474)  0.06

---

# 19
DFT (the ωB97M-V functional and the def2-TZVPD basis) results for C2H4N2O2S in the gas phase.

E_HOMO	-9.403	eV
structure (SMILES)	C=C(SN)[N+](=O)[O-]
energy above the lowest of the compared OMol25 structures with the same formula, charge and spin	442.9	kJ/mol
strongest force on any atom	2.8	eV Å⁻¹
total charge	0
HOMO-LUMO gap	9.3	eV

Last column: Löwdin charge in e.
Atoms and positions in Å:
C (1.221, 0.513, 1.281)  0.07
C (0.551, 0.287, 0.174)  -0.54
S (-0.379, 1.329, -0.849)  0.88
N (-1.851, 0.445, -0.638)  -0.30
N (0.682, -1.162, -0.325)  -0.43
O (0.922, -2.059, 0.399)  0.10
O (0.651, -1.297, -1.524)  0.04
H (1.255, 1.417, 1.866)  0.08
H (1.567, -0.329, 1.770)  0.05
H (-2.717, 0.950, -0.654)  0.02
H (-1.902, -0.093, -1.500)  0.02

---

# 20
DFT (the ωB97M-V functional and the def2-TZVPD basis) results for C2H4N2O2S in the gas phase.

E_HOMO	-9.059	eV
energy above the lowest of the compared OMol25 structures with the same formula, charge and spin	543.2	kJ/mol
strongest force on any atom	9.0	eV Å⁻¹
total charge	0
HOMO-LUMO gap	8.2	eV

Last column: Löwdin charge in e.
Atoms and positions in Å:
C (-0.015, 0.132, -0.490)  -0.06
C (-2.218, -1.469, 0.332)  0.10
N (-1.032, -0.658, -0.004)  -0.06
N (2.419, 1.101, 0.322)  -0.08
O (1.926, -1.199, 1.063)  -0.33
O (2.331, -0.795, -1.366)  -0.32
S (1.781, -0.347, -0.091)  0.54
H (-2.671, -2.267, -0.153)  0.03
H (-2.636, -1.159, 1.264)  0.04
H (2.567, 1.082, 1.283)  0.04
H (1.946, 1.944, -0.043)  0.09